[1]
Formula: C19H24N6O4
Source: the OMol25 dataset
Level of theory: the ωB97M-V functional and the def2-TZVPD basis

Computed properties:
**LUMO**: 0.0569 eV
**Highest occupied orbital energy**: -7.235 eV
**Orbital gap**: 7.292 eV

Structure (ORCA input):
```
! wB97M-V def2-TZVPD RIJCOSX def2/J DEFGRID3
* xyz 0 1
C -6.1254 1.1779 2.4267
O -5.4482 0.0398 3.0453
C -4.1726 -0.2436 2.6425
C -3.5525 -1.3704 3.2364
C -2.2748 -1.7056 2.8331
C -1.6232 -0.9869 1.8303
C -0.2671 -1.3912 1.2343
C 0.8495 -0.6811 1.9862
C 2.1765 -1.2915 1.9917
O 2.3720 -2.4521 1.5599
N 3.2986 -0.5613 2.4563
C 4.5902 -1.2161 2.4753
C 3.2697 0.8183 2.7299
O 4.2625 1.4634 2.9747
N 1.9913 1.3938 2.7012
C 1.9503 2.7536 3.1676
C 0.7952 0.6094 2.6986
O -0.2114 1.1104 3.2386
C -2.2290 0.1082 1.2505
C -3.5128 0.5008 1.6198
H -7.1018 1.1659 2.9205
H -5.5683 2.1092 2.6465
H -6.2193 1.0227 1.3344
H -4.1064 -1.8961 4.0199
H -1.8009 -2.5725 3.2781
H -0.0984 -2.4562 1.5537
H 5.3209 -0.4846 2.8003
H 4.5673 -2.0616 3.1662
H 4.8448 -1.5861 1.4807
H 0.9265 3.0966 3.1054
H 2.2928 2.8080 4.2008
H 2.5996 3.3608 2.5442
H -1.6878 0.6728 0.4881
H -3.9814 1.3799 1.1346
N -3.9853 -4.8686 0.3061
N -3.2092 -4.0871 -0.0292
N -2.3380 -3.2150 -0.1241
C -2.0831 -2.8507 -1.5421
C -1.2455 -1.5928 -1.5598
C -0.2884 -1.5119 -2.7534
C 0.9359 -0.7930 -2.2970
C 1.0382 -0.9502 -0.7769
N -0.2240 -1.6354 -0.3277
H -1.4911 -3.6595 -2.0318
H -2.9851 -2.6883 -2.1798
H -1.9088 -0.7028 -1.5123
H -0.0586 -2.5369 -3.0464
H -0.7868 -1.0294 -3.5817
H 1.8362 -1.2220 -2.7091
H 0.8572 0.2610 -2.5200
H 1.8213 -1.6604 -0.4614
H 1.1736 0.0073 -0.2303
H 0.0233 -2.6394 -0.3545
*
```



[2]
Formula: C4H7NO2
Source: the OMol25 dataset
Level of theory: the ωB97M-V functional and the def2-TZVPD basis

Computed properties:
**LUMO**: 0.7549 eV
**Highest occupied orbital energy**: -10.429 eV
**Orbital gap**: 11.184 eV

Structure (ORCA input):
```
! wB97M-V def2-TZVPD RIJCOSX def2/J DEFGRID3
* xyz 0 1
C 1.1186 -1.1328 -0.1167
C 0.3445 0.0205 -0.7403
C -1.1756 -0.0611 -0.4093
N -1.5114 0.8405 0.6864
C -0.7688 1.0551 1.6341
O -0.1532 1.3245 2.5890
O 0.8555 1.2488 -0.2546
H 0.8991 -1.2336 0.9532
H 2.1966 -0.9874 -0.2296
H 0.8434 -2.0715 -0.6119
H 0.4839 -0.0005 -1.8293
H -1.4545 -1.0761 -0.1083
H -1.7884 0.2048 -1.2754
H 0.1103 1.8687 -0.2872
*
```



[3]
Formula: BeCl4
Source: the OMol25 dataset
Level of theory: the ωB97M-V functional and the def2-TZVPD basis

Computed properties:
**LUMO**: 4.8304 eV
**Highest occupied orbital energy**: -2.283 eV
**Orbital gap**: 7.114 eV

Structure (ORCA input):
```
! wB97M-V def2-TZVPD RIJCOSX def2/J DEFGRID3
* xyz -2 1
Be -15.8016 20.0792 8.7084
Cl -16.0480 20.9128 6.0363
Cl -13.3975 21.5285 9.2414
Cl -17.6627 17.9284 8.4774
Cl -17.5066 22.2147 9.6946
*
```



[4]
Formula: C4H11IN
Source: the OMol25 dataset
Level of theory: the ωB97M-V functional and the def2-TZVPD basis

Computed properties:
**LUMO**: -3.8496 eV
**Highest occupied orbital energy**: -13.546 eV
**Orbital gap**: 9.696 eV

Structure (ORCA input):
```
! wB97M-V def2-TZVPD RIJCOSX def2/J DEFGRID3
* xyz 1 1
C 0.2140 1.6378 -0.8156
C 0.4551 0.0852 1.5145
C -1.3515 -1.0328 -0.3287
C 0.7415 0.1849 0.1036
N 0.1423 -0.9841 -0.6339
I 2.9950 0.1658 -0.0297
H -0.8093 1.8415 -0.6142
H 0.8986 2.4056 -0.4566
H 0.2069 1.3825 -1.8139
H 0.7864 -0.8270 2.0587
H -0.5572 0.1556 1.7098
H 0.8629 0.8840 2.0189
H -1.7081 -0.0365 -0.3396
H -1.7872 -1.7643 -0.9619
H -1.6537 -1.3018 0.6477
H 0.5312 -1.8763 -0.4082
H 0.0331 -0.9202 -1.6510
*
```



[5]
Formula: C4H11NO
Source: the OMol25 dataset
Level of theory: the ωB97M-V functional and the def2-TZVPD basis

Computed properties:
**LUMO**: 1.0015 eV
**Highest occupied orbital energy**: -8.879 eV
**Orbital gap**: 9.881 eV

Structure (ORCA input):
```
! wB97M-V def2-TZVPD RIJCOSX def2/J DEFGRID3
* xyz 0 1
C 1.0381 1.3308 0.4940
C 0.2342 0.0053 0.5298
C 1.2628 -1.1137 0.8412
N -0.4084 -0.1433 -0.7641
C -1.7390 0.2090 -1.0976
O -2.6930 -0.7911 -0.6452
H 1.7574 1.2376 -0.3237
H 0.4188 2.1983 0.2811
H 1.6784 1.4399 1.3754
H -0.5618 0.0059 1.2747
H 1.2047 -2.0835 0.3419
H 2.2166 -0.7033 0.5128
H 1.3328 -1.3234 1.9076
H 0.2054 -0.2608 -1.5370
H -2.0444 1.1659 -0.6567
H -1.8357 0.2865 -2.1807
H -2.0670 -1.4603 -0.3535
*
```



[6]
Formula: C22H42Cl5N6NdO2PS
Source: the OMol25 dataset
Level of theory: the ωB97M-V functional and the def2-TZVPD basis

Computed properties:
**LUMO (spin up / spin down)**: -3.2431 / -3.2257 eV
**Highest occupied orbital energy (spin up / spin down)**: -7.768 / -7.833 eV
**Orbital gap (spin up / spin down)**: 4.525 / 4.607 eV

Structure (ORCA input):
```
! wB97M-V def2-TZVPD RIJCOSX def2/J DEFGRID3
* xyz 1 4
Nd -0.1074 -0.3171 -0.0645
C -3.0827 -1.2820 -1.8147
C -1.8903 -2.2503 -1.8912
N -0.5973 -1.6053 -2.0124
C 0.5064 -2.5485 -2.1990
C 1.8329 -1.9525 -1.6837
N 1.8552 -1.5864 -0.2619
C 1.8692 -2.7388 0.6477
C 0.5279 -3.3380 1.1196
C -0.1818 -2.6067 2.2647
N -0.8869 -1.3919 1.8788
C -2.3127 -1.5858 1.5998
C -3.0069 -0.2823 1.1230
N -2.3327 0.4113 0.0250
C -2.8723 0.1560 -1.3068
H -3.8794 -1.7606 -1.2315
H -3.4864 -1.1877 -2.8327
H -2.0559 -2.9137 -2.7504
H -1.8988 -2.9028 -1.0170
H -0.6136 -0.9632 -2.8392
H 0.6074 -2.7678 -3.2692
H 0.3201 -3.5111 -1.7144
H 2.0394 -1.0405 -2.2584
H 2.6562 -2.6409 -1.9106
H 2.7081 -1.0113 -0.0670
H 2.4241 -2.4349 1.5448
H 2.4737 -3.5416 0.2055
H 0.7609 -4.3440 1.4962
H -0.1658 -3.5019 0.2967
H 0.5703 -2.3417 3.0184
H -0.8662 -3.2994 2.7709
H -0.8047 -0.7046 2.6649
H -2.8180 -1.9176 2.5157
H -2.4593 -2.3752 0.8636
H -3.0175 0.4057 1.9787
H -4.0611 -0.4776 0.8924
H -2.3366 1.4449 0.1954
H -2.2246 0.6773 -2.0224
H -3.8419 0.6671 -1.3753
Cl 7.3873 -0.2474 0.5868
C 5.7221 -0.2629 0.0025
C 4.6566 -0.2728 0.9196
Cl 4.9639 -0.2699 2.6564
C 3.3216 -0.2852 0.4585
Cl 1.7665 -0.2997 1.7389
C 3.0306 -0.2879 -0.9636
O 1.6022 -0.3012 -1.6700
C 4.1317 -0.2777 -1.8446
Cl 3.7826 -0.2809 -3.5752
C 5.4588 -0.2653 -1.3818
Cl 6.7943 -0.2529 -2.5354
C -2.3112 4.6575 3.7202
N -1.7912 3.5810 2.9118
C -1.6212 2.2757 3.1719
S -1.0468 1.2953 1.9485
N -1.8869 1.7153 4.3614
C -2.3179 2.2884 5.6143
H -2.2272 5.5858 3.1490
H -1.7294 4.7497 4.6387
H -3.3630 4.4672 3.9441
H -1.5627 3.8197 1.9530
H -1.6722 0.7247 4.3809
H -3.2471 2.8425 5.4757
H -1.5316 2.9399 6.0017
H -2.4922 1.4729 6.3212
C 1.3564 2.5570 -2.0834
P 0.0572 1.5539 -2.7743
C 0.8767 0.2674 -3.6934
C -0.7493 2.5768 -3.9886
O -0.8873 1.0216 -1.7358
H 2.0233 2.9262 -2.8677
H 1.9521 1.9769 -1.3731
H 0.9368 3.4190 -1.5574
H 1.5551 0.6919 -4.4388
H 0.1454 -0.3578 -4.2132
H 1.4603 -0.3702 -3.0235
H -0.0316 2.9456 -4.7269
H -1.2219 3.4393 -3.5105
H -1.5214 2.0097 -4.5159
H 0.8813 1.5946 -0.0645
*
```



[7]
Formula: C8H8BF9NO7P2Pd
Source: the OMol25 dataset
Level of theory: the ωB97M-V functional and the def2-TZVPD basis

Computed properties:
**LUMO**: 2.2332 eV
**Highest occupied orbital energy**: -5.281 eV
**Orbital gap**: 7.514 eV

Structure (ORCA input):
```
! wB97M-V def2-TZVPD RIJCOSX def2/J DEFGRID3
* xyz -1 1
Pd -0.2315 0.1197 -0.3991
N 1.5739 1.8063 3.1413
C 1.9257 2.0992 1.6966
C 3.0636 3.1130 1.6407
P 2.4295 0.4091 1.0305
O 4.0013 0.6234 0.7210
O 2.2184 -0.4867 2.2003
O 1.8155 0.1126 -0.3182
P 0.3077 2.7999 1.0026
O 0.6907 4.3201 0.6228
O -0.5809 2.7736 2.1938
O -0.0627 2.1639 -0.3125
H 2.1621 2.3177 3.7913
H 1.6974 0.7680 3.2402
H 0.5657 2.0946 3.2283
H 3.9564 2.7221 2.1312
H 2.7634 4.0560 2.0999
H 3.3238 3.3182 0.6046
H 4.2058 0.2527 -0.1459
H 0.6274 4.4378 -0.3322
F -2.7713 -0.2489 1.3048
B -3.3191 -0.2032 0.0396
F -2.2209 0.2949 -0.8754
F -4.3415 0.7174 -0.0735
F -3.6742 -1.4532 -0.4345
F -3.0969 -4.7019 -4.1496
C -2.4039 -3.9811 -3.2504
C -1.8087 -2.7893 -3.6116
F -1.9184 -2.3458 -4.8738
C -1.0843 -2.0620 -2.6863
F -0.5115 -0.9158 -3.0993
C -0.9373 -2.4691 -1.3561
O -0.2517 -1.8224 -0.4387
C -1.5520 -3.6854 -1.0276
F -1.4611 -4.1467 0.2242
C -2.2638 -4.4259 -1.9482
F -2.8364 -5.5826 -1.5808
*
```



[8]
Formula: C3H5F2NS
Source: the OMol25 dataset
Level of theory: the ωB97M-V functional and the def2-TZVPD basis

Computed properties:
**LUMO**: 0.6942 eV
**Highest occupied orbital energy**: -9.472 eV
**Orbital gap**: 10.166 eV

Structure (ORCA input):
```
! wB97M-V def2-TZVPD RIJCOSX def2/J DEFGRID3
* xyz 0 1
C -0.8674 -0.6775 -0.5294
C 0.2294 0.0973 0.1323
C 1.2566 0.6422 -0.8431
H -0.7525 -0.8014 -1.5455
H -1.9423 -0.2662 -0.3863
H -1.0217 -1.6943 -0.0408
H -0.5826 0.5119 3.2790
H 1.9480 1.5285 -0.5249
N 0.3786 0.2140 1.3861
F 1.9554 -0.4734 -1.3844
F 0.4259 1.1965 -1.8570
S -1.0274 -0.2776 2.3140
*
```



Electronic energy values (in a.u.) by entry order: -1367.79706 -361.83950 -1855.61084 -511.14004 -288.97167 -4943.39146 -2625.85730 -769.93546.